The following is a quantum chemistry calculation of a structure of composition C30H45InNOP in a non-equilibrium geometry, from the OMol25 dataset.

Each line ends with the Löwdin charge.
Atoms and positions in Å:
C  0.532  -1.653  0.608  -0.208
C  -0.861  -1.885  0.103  -0.176
C  -0.760  -2.189  -1.260  -0.211
H  -1.784  -1.758  0.679  0.071
C  0.629  -2.169  -1.599  -0.223
C  1.425  -1.823  -0.450  -0.173
H  2.487  -1.727  -0.375  0.099
H  0.789  -1.325  1.636  0.051
H  -1.596  -2.407  -1.892  0.098
H  1.026  -2.383  -2.578  0.092
C  -0.955  2.231  -0.741  -0.170
C  -0.621  1.803  0.574  -0.180
C  0.773  1.557  0.495  -0.368
H  -1.315  1.586  1.349  0.030
C  1.412  1.972  -0.666  -0.131
C  0.261  2.339  -1.472  -0.220
H  0.341  2.669  -2.482  0.089
H  -1.953  2.420  -1.051  0.095
H  1.461  1.186  1.361  0.007
H  2.439  1.947  -0.883  0.102
In  0.035  0.058  -1.050  0.987
O  -0.249  -0.081  -4.923  -0.102
C  -1.398  -0.862  -5.414  -0.057
C  -0.053  -0.866  -6.176  -0.215
H  -1.637  -1.747  -4.816  0.101
H  -2.209  -0.281  -5.865  0.113
H  0.560  -1.768  -6.032  0.146
H  0.854  -1.874  -8.463  0.112
C  0.596  -0.821  -8.568  -0.040
C  0.102  -0.147  -7.421  -0.193
C  -0.227  1.224  -7.533  -0.021
H  -0.576  1.759  -6.651  0.116
C  -0.070  1.882  -8.750  -0.083
H  -0.318  2.939  -8.823  0.102
C  0.406  1.199  -9.874  -0.089
H  0.527  1.717  -10.823  0.099
C  0.738  -0.158  -9.768  -0.094
H  1.116  -0.696  -10.633  0.102
C  2.993  0.245  2.147  -0.028
C  1.873  1.230  2.766  -0.582
C  1.979  1.353  4.160  -0.277
C  1.844  2.952  2.514  -0.003
P  0.031  0.485  2.937  1.152
N  -0.953  -0.242  1.761  -0.252
C  0.280  -1.140  4.165  -0.514
C  -0.661  -0.843  5.371  -0.131
C  0.172  -2.527  3.502  -0.113
C  1.594  -1.292  4.909  -0.158
C  -2.304  -0.209  2.571  -0.590
C  -2.594  -1.531  3.090  -0.076
C  -2.357  1.021  3.645  -0.122
C  -3.200  0.313  1.475  -0.061
H  3.914  0.667  2.579  0.088
H  3.182  0.194  1.072  0.071
H  2.935  -0.828  2.462  0.081
H  2.636  2.127  4.419  0.074
H  1.061  1.528  4.741  0.092
H  2.674  0.605  4.462  0.061
H  1.692  3.439  1.563  0.061
H  1.126  3.414  3.195  0.084
H  2.857  3.197  2.779  0.064
H  -1.749  -0.779  5.309  0.057
H  -0.510  -1.668  6.083  0.089
H  -0.354  0.070  5.889  0.078
H  1.105  -2.825  3.018  0.082
H  0.037  -3.254  4.327  0.097
H  -0.596  -2.780  2.773  0.055
H  2.485  -1.478  4.299  0.077
H  1.790  -0.559  5.688  0.076
H  1.519  -2.207  5.511  0.087
H  -2.164  -2.059  3.963  0.087
H  -3.592  -1.332  3.383  0.080
H  -2.654  -2.295  2.312  0.097
H  -2.361  2.001  3.215  0.067
H  -3.376  0.796  3.965  0.083
H  -1.757  1.108  4.555  0.035
H  -3.093  -0.165  0.489  0.098
H  -3.284  1.388  1.283  0.096
H  -4.147  0.012  1.876  0.079

Computed properties:
E_HOMO (spin up / spin down): -5.313 / -6.879 eV
Relative energy (zero: lowest compared OMol25 entry of this formula, charge and spin): 186.2 kcal/mol
Molecular weight: 581.5 g/mol
Multiplicity: 1

***

The following is a quantum chemistry calculation of a structure of composition C30H45MnN6OS in a non-equilibrium geometry, from the OMol25 dataset.

Each line ends with the Löwdin spin population.
Atoms and positions in Å:
Mn  -0.029  -1.007  0.456  0.951
C  2.640  -1.535  -0.763  0.001
C  2.795  -2.420  0.475  0.003
N  1.653  -2.229  1.395  0.003
C  1.049  -3.475  1.872  -0.002
C  0.235  -4.128  0.771  -0.001
N  -0.576  -3.124  0.064  -0.005
C  -0.508  -3.256  -1.401  0.001
C  0.864  -2.836  -1.906  -0.001
N  1.267  -1.580  -1.263  0.001
H  2.828  -0.497  -0.482  0.000
H  3.380  -1.816  -1.529  0.000
H  2.861  -3.477  0.210  0.000
H  3.742  -2.173  0.966  0.000
H  1.961  -1.699  2.208  0.000
H  1.797  -4.176  2.274  -0.001
H  0.369  -3.210  2.690  0.000
H  0.882  -4.629  0.049  0.000
H  -0.394  -4.914  1.206  0.000
H  -1.554  -3.167  0.352  0.000
H  -0.738  -4.278  -1.738  0.000
H  -1.268  -2.595  -1.818  0.000
H  1.618  -3.595  -1.690  0.000
H  0.838  -2.739  -2.997  0.000
H  1.130  -0.792  -1.896  0.001
C  -1.325  1.220  -2.004  0.000
N  -1.238  -0.218  -2.235  0.008
C  -0.773  -0.461  -3.591  0.001
C  -2.478  -0.854  -1.887  0.005
C  -3.347  -1.371  -2.845  0.000
C  -4.557  -1.950  -2.484  0.005
C  -4.920  -1.996  -1.149  0.000
C  -4.058  -1.495  -0.191  0.004
C  -2.822  -0.939  -0.525  0.002
N  -1.941  -0.537  0.489  0.009
C  -2.376  0.436  1.347  0.000
C  -3.411  1.343  1.060  -0.001
C  -3.763  2.336  1.951  0.000
C  -3.105  2.464  3.170  -0.002
C  -2.090  1.569  3.474  0.000
C  -1.706  0.590  2.570  -0.001
N  -0.686  -0.397  2.886  0.002
C  -1.368  -1.498  3.589  0.001
C  0.373  0.120  3.757  -0.001
H  -2.062  1.682  -2.676  0.000
H  -0.349  1.666  -2.192  0.000
H  -1.606  1.411  -0.975  0.000
H  -1.395  0.022  -4.361  0.000
H  -0.744  -1.531  -3.802  0.000
H  0.234  -0.053  -3.694  0.000
H  -3.089  -1.324  -3.888  0.000
H  -5.212  -2.347  -3.244  0.000
H  -5.864  -2.427  -0.853  0.000
H  -4.326  -1.542  0.855  0.000
H  -3.938  1.258  0.119  0.000
H  -4.554  3.020  1.690  0.000
H  -3.389  3.225  3.875  0.000
H  -1.590  1.640  4.427  0.000
H  -1.963  -1.109  4.426  0.001
H  -0.634  -2.196  4.003  0.000
H  -2.030  -2.021  2.900  0.000
H  0.080  0.124  4.814  0.000
H  0.639  1.139  3.480  0.000
H  1.267  -0.502  3.674  0.000
C  5.459  4.893  -2.372  0.000
C  4.449  4.158  -1.546  0.000
C  3.377  3.500  -2.147  0.000
C  2.434  2.832  -1.388  0.000
C  2.571  2.814  -0.005  0.000
C  3.640  3.443  0.615  0.000
C  4.568  4.118  -0.162  0.000
S  1.364  2.016  1.008  0.004
C  -0.007  3.143  0.807  0.002
O  0.994  0.756  0.226  0.011
H  5.170  4.918  -3.418  0.000
H  6.435  4.416  -2.303  0.000
H  5.572  5.918  -2.024  0.000
H  3.284  3.515  -3.223  0.000
H  1.613  2.316  -1.859  0.000
H  3.747  3.404  1.688  0.000
H  5.402  4.610  0.315  0.000
H  0.282  4.092  1.251  0.000
H  -0.859  2.726  1.328  0.000
H  -0.217  3.262  -0.251  0.000

Computed properties:
E_HOMO (spin up / spin down): -9.007 / -9.058 eV
Net charge: +1
<S²>: 1.19
Molecular weight: 592.7 g/mol
Multiplicity: 2

***

The following is a quantum chemistry calculation of a structure of composition C30H45N4O4SbZr in a non-equilibrium geometry, from the OMol25 dataset.

Each line ends with the Löwdin charge.
Atoms and positions in Å:
Zr  -0.083  0.503  -0.677  1.553
N  1.597  1.197  -2.253  -0.055
C  1.268  2.622  -2.495  -0.141
C  -0.186  2.647  -2.947  -0.564
O  -0.480  3.132  -4.032  0.037
N  -0.999  2.008  -2.073  -0.132
C  -2.174  1.501  -2.714  -0.168
C  -2.596  0.099  -2.290  -0.520
O  -3.516  -0.515  -2.698  0.104
O  -1.612  -0.646  -1.503  -0.389
H  2.496  1.071  -1.804  0.086
H  1.591  0.718  -3.149  0.090
H  1.893  3.089  -3.255  0.121
H  1.385  3.181  -1.564  0.103
H  -2.011  1.418  -3.795  0.132
H  -3.064  2.140  -2.618  0.130
C  0.199  -2.047  2.747  -0.035
C  -1.222  -2.418  2.408  -0.202
C  -1.743  -3.656  2.757  -0.048
C  -3.042  -3.990  2.420  -0.078
C  -3.832  -3.080  1.743  -0.041
C  -3.358  -1.821  1.376  -0.217
C  -4.242  -0.869  0.635  -0.014
C  -2.036  -1.513  1.712  -0.179
N  -1.327  -0.276  1.407  0.095
C  -1.619  0.702  2.178  -0.237
C  -2.690  0.702  3.238  0.008
C  -0.824  1.976  2.078  -0.245
C  -0.624  2.727  3.365  0.011
N  -0.400  2.355  0.943  0.079
C  0.259  3.625  0.822  -0.215
C  1.618  3.781  1.116  -0.227
C  2.458  2.673  1.686  -0.035
C  2.175  5.039  0.897  -0.047
C  1.419  6.096  0.419  -0.072
C  0.072  5.915  0.155  -0.040
C  -0.529  4.678  0.349  -0.207
C  -1.992  4.477  0.061  -0.027
H  0.759  -2.931  3.053  0.079
H  0.237  -1.332  3.575  0.084
H  0.705  -1.575  1.901  0.042
H  -1.115  -4.364  3.285  0.110
H  -3.441  -4.960  2.688  0.103
H  -4.851  -3.336  1.482  0.111
H  -5.190  -1.339  0.382  0.091
H  -3.685  -0.650  -0.256  0.043
H  -4.453  0.049  1.188  0.079
H  -3.481  0.007  2.985  0.069
H  -3.108  1.700  3.358  0.093
H  -2.278  0.393  4.201  0.106
H  -0.554  2.035  4.202  0.093
H  -1.467  3.396  3.552  0.102
H  0.275  3.335  3.321  0.080
H  2.060  2.322  2.642  0.077
H  3.474  3.025  1.856  0.080
H  2.458  1.783  1.052  0.035
H  3.226  5.183  1.117  0.110
H  1.879  7.061  0.256  0.104
H  -0.527  6.737  -0.220  0.112
H  -2.379  5.301  -0.536  0.084
H  -2.576  4.434  0.986  0.082
H  -2.153  3.546  -0.482  0.055
C  0.154  -5.208  -1.284  -0.205
C  0.982  -4.458  -2.324  -0.452
Sb  1.372  -2.442  -1.677  1.449
C  2.732  -2.887  -0.068  -0.440
C  3.864  -3.878  -0.293  -0.181
C  2.736  -1.910  -3.283  -0.453
C  3.687  -2.971  -3.827  -0.187
H  -0.060  -6.232  -1.600  0.065
H  -0.801  -4.712  -1.101  0.062
H  0.677  -5.267  -0.326  0.055
H  0.455  -4.398  -3.278  0.049
H  1.936  -4.957  -2.504  0.035
H  2.070  -3.242  0.727  0.025
H  3.084  -1.909  0.264  0.033
H  3.498  -4.846  -0.643  0.059
H  4.414  -4.057  0.635  0.067
H  4.585  -3.515  -1.024  0.045
H  3.290  -1.028  -2.949  0.031
H  2.075  -1.577  -4.089  0.037
H  4.392  -3.318  -3.074  0.044
H  4.269  -2.581  -4.665  0.067
H  3.143  -3.843  -4.191  0.058
O  1.398  0.171  0.340  -0.702

Computed properties:
E_HOMO: -7.866 eV
Relative energy (zero: lowest compared OMol25 entry of this formula, charge and spin): 45.5 kcal/mol
Molecular weight: 738.7 g/mol
Multiplicity: 1